Entry 1:
The following is a quantum chemistry calculation of a cluster of 2 separate species, C6H15NO in total in a non-equilibrium geometry, from the Open Molecules 2025 dataset.

LUMO level, hartree: 0.027
Frontier orbital gap, eV: 8.4806
SMILES: CC/C(C)=C(/C)N.O
Highest occupied orbital energy, eV: -7.8
Charge: 0
Relative energy (zero: lowest compared OMol25 entry of this formula, charge and spin), eV: 1.318

Positions of all 23 atoms, in Å:
1 C 0.602 -2.448 0.592
2 C 0.002 -1.089 0.987
3 C -0.392 -0.196 -0.205
4 C -1.685 -0.433 -0.933
5 C 0.535 0.713 -0.631
6 C 0.443 1.507 -1.926
7 N 1.765 0.970 -0.007
8 H -0.205 -3.047 0.150
9 H 1.404 -2.319 -0.144
10 H 1.057 -3.016 1.410
11 H 0.720 -0.589 1.656
12 H -0.873 -1.284 1.611
13 H -2.490 0.130 -0.462
14 H -1.922 -1.496 -0.897
15 H -1.594 -0.161 -1.999
16 H -0.556 1.442 -2.368
17 H 1.211 1.333 -2.693
18 H 0.493 2.562 -1.642
19 H 1.981 0.455 0.826
20 H 1.947 1.965 0.063
21 O -0.645 1.345 2.354
22 H -0.939 2.126 2.831
23 H -0.857 1.530 1.429

---

Entry 2:
The following is a quantum chemistry calculation of a structure of composition C28H27ClN2O5PdSeTe in a non-equilibrium geometry, from the Open Molecules 2025 dataset.

LUMO level (alpha / beta), hartree: -0.152 / -0.214
Frontier orbital gap (alpha / beta), eV: 7.5290 / 5.8596
Highest occupied orbital energy (alpha / beta), eV: -11.7 / -11.7
Charge: +1
Multiplicity: 2

Positions of all 66 atoms, in Å:
1 Pd -0.669 -0.131 1.367
2 O -0.164 -2.075 3.395
3 Cl -1.098 -1.172 3.992
4 O -0.929 -1.016 5.380
5 O -2.437 -1.485 3.613
6 O -0.746 0.198 3.341
7 C -2.647 -5.931 5.763
8 C -2.413 -5.450 4.361
9 C -3.475 -5.088 3.541
10 C -3.272 -4.615 2.253
11 C -4.468 -4.210 1.429
12 C -1.950 -4.508 1.793
13 Te -1.781 -3.959 -0.214
14 N -1.006 -2.147 0.007
15 C -1.249 -1.247 -0.917
16 O -0.905 -0.038 -0.617
17 C -1.893 -1.515 -2.227
18 C -1.211 -2.205 -3.225
19 C -1.847 -2.476 -4.427
20 C -3.157 -2.068 -4.627
21 C -3.836 -1.380 -3.630
22 C -3.204 -1.093 -2.431
23 C -0.060 -5.001 -0.806
24 C 1.084 -4.292 -1.141
25 C 2.214 -4.982 -1.545
26 C 2.184 -6.370 -1.606
27 C 1.032 -7.061 -1.269
28 C -0.121 -6.392 -0.863
29 C -1.343 -7.170 -0.456
30 C -0.851 -4.828 2.600
31 C 0.583 -4.627 2.199
32 C -1.120 -5.308 3.874
33 H -3.692 -6.186 5.927
34 H -2.373 -5.152 6.477
35 H -2.037 -6.806 5.983
36 H -4.488 -5.161 3.918
37 H -5.368 -4.240 2.040
38 H -4.632 -4.874 0.576
39 H -4.375 -3.188 1.053
40 H -0.187 -2.520 -3.069
41 H -1.316 -3.004 -5.209
42 H -3.651 -2.283 -5.565
43 H -4.857 -1.061 -3.789
44 H -3.725 -0.548 -1.653
45 H 1.107 -3.213 -1.051
46 H 3.115 -4.442 -1.804
47 H 3.063 -6.916 -1.917
48 H 1.019 -8.143 -1.321
49 H -1.393 -8.116 -0.993
50 H -2.275 -6.637 -0.669
51 H -1.329 -7.387 0.614
52 H 0.708 -3.745 1.573
53 H 0.982 -5.489 1.661
54 H 1.185 -4.480 3.094
55 H -0.283 -5.545 4.522
56 Se -1.375 2.087 1.386
57 C 0.076 3.098 0.761
58 C 1.380 2.610 0.743
59 C 2.374 3.460 0.288
60 N 2.141 4.698 -0.141
61 C 0.892 5.150 -0.120
62 C -0.184 4.399 0.331
63 H 1.615 1.610 1.080
64 H 3.406 3.130 0.264
65 H 0.737 6.162 -0.475
66 H -1.181 4.816 0.341

---

Entry 3:
The following is a quantum chemistry calculation of a cluster of 3 separate species, C24H45IO11S in total in a non-equilibrium geometry, from the Open Molecules 2025 dataset.

LUMO level, hartree: -0.006
Frontier orbital gap, eV: 9.1365
SMILES: C#C[C@@]1(I)OC(=O)[C@H](CCC(C)C)[C@]1(COCOCCO)S(C)(=O)=O.COCCOC.COCCOC
Highest occupied orbital energy, eV: -9.3
Charge: 0

Positions of all 82 atoms, in Å:
1 C -2.199 -4.505 2.103
2 C -2.511 -3.624 1.321
3 C -2.790 -2.430 0.319
4 I -0.963 -2.393 -0.840
5 O -4.014 -2.907 -0.322
6 C -5.148 -2.536 0.477
7 O -6.208 -3.003 0.166
8 C -4.674 -1.603 1.664
9 C -5.667 -0.557 2.332
10 C -7.130 -0.504 1.727
11 C -8.187 -1.487 2.403
12 C -7.566 -2.599 3.349
13 C -9.124 -2.242 1.344
14 C -3.328 -1.065 0.980
15 C -2.472 -0.636 2.286
16 O -1.069 -0.518 2.033
17 C -0.283 -1.408 2.837
18 O 0.905 -1.691 2.098
19 C 2.082 -1.704 2.934
20 C 2.402 -3.229 3.302
21 O 2.359 -3.372 4.738
22 S -3.462 0.230 -0.324
23 C -1.936 1.295 -0.333
24 O -4.608 1.149 -0.159
25 O -3.549 -0.327 -1.698
26 H -1.704 -5.081 2.926
27 H -4.521 -2.360 2.504
28 H -5.651 -0.690 3.462
29 H -5.215 0.476 2.163
30 H -7.121 -0.688 0.612
31 H -7.508 0.562 1.861
32 H -8.879 -0.853 3.051
33 H -7.255 -2.101 4.330
34 H -6.642 -3.104 2.947
35 H -8.383 -3.332 3.648
36 H -10.136 -2.452 1.791
37 H -9.176 -1.714 0.343
38 H -8.645 -3.253 1.122
39 H -2.683 -1.428 3.074
40 H -2.949 0.317 2.683
41 H -0.784 -2.397 3.064
42 H -0.093 -0.896 3.832
43 H 2.024 -1.032 3.836
44 H 2.937 -1.345 2.270
45 H 1.632 -3.906 2.806
46 H 3.409 -3.540 2.871
47 H 2.171 -4.313 4.914
48 H -1.056 0.627 -0.601
49 H -1.794 1.724 0.707
50 H -2.053 2.134 -1.087
51 C 5.831 1.541 -1.165
52 O 5.835 1.393 0.248
53 C 5.310 2.536 0.915
54 C 3.881 2.297 1.381
55 O 2.990 2.173 0.278
56 C 2.647 0.820 0.011
57 H 6.037 0.566 -1.610
58 H 4.865 1.893 -1.534
59 H 6.618 2.237 -1.469
60 H 5.370 3.423 0.276
61 H 5.941 2.710 1.792
62 H 3.552 3.166 1.960
63 H 3.824 1.418 2.033
64 H 1.954 0.454 0.776
65 H 3.529 0.176 -0.027
66 H 2.147 0.782 -0.959
67 C 6.520 4.736 -4.737
68 O 6.236 3.354 -4.571
69 C 5.048 2.960 -5.251
70 C 5.368 2.239 -6.553
71 O 5.963 3.120 -7.500
72 C 7.370 2.948 -7.589
73 H 7.534 4.919 -4.381
74 H 6.458 5.040 -5.785
75 H 5.825 5.333 -4.138
76 H 4.396 3.821 -5.431
77 H 4.516 2.269 -4.589
78 H 4.431 1.883 -6.995
79 H 6.006 1.369 -6.371
80 H 7.598 2.018 -8.120
81 H 7.841 2.935 -6.603
82 H 7.778 3.784 -8.159

---

Entry 4:
The following is a quantum chemistry calculation of a cluster of 2 separate species, C6H10N2 in total in a non-equilibrium geometry, from the Open Molecules 2025 dataset.

LUMO level (alpha / beta), hartree: 0.040 / -0.058
Frontier orbital gap (alpha / beta), eV: 5.6699 / 9.0670
Highest occupied orbital energy (alpha / beta), eV: -4.6 / -10.6
Charge: 0
Multiplicity: 3
Relative energy (zero: lowest compared OMol25 entry of this formula, charge and spin), eV: 2.072

Positions of all 18 atoms, in Å:
1 C 1.476 0.474 0.703
2 C 2.257 -2.697 1.190
3 C -0.904 -0.248 -1.625
4 C -1.973 1.297 -0.003
5 C 0.217 0.249 0.411
6 C -0.661 0.909 -0.599
7 N 2.594 0.795 1.037
8 N 1.175 -2.537 1.510
9 H 3.265 -2.921 0.941
10 H 2.799 0.960 2.005
11 H -0.056 -0.845 -1.959
12 H -1.345 0.038 -2.508
13 H -1.635 -0.805 -1.244
14 H -1.856 1.947 0.775
15 H -2.605 0.524 0.381
16 H -2.579 1.867 -0.565
17 H -0.091 -0.788 0.418
18 H -0.078 1.780 -0.867

---

Entry 5:
The following is a quantum chemistry calculation of a structure of composition C12H20KN3O4S2 in a non-equilibrium geometry, from the Open Molecules 2025 dataset.

LUMO level, hartree: 0.005
Frontier orbital gap, eV: 8.6571
Highest occupied orbital energy, eV: -8.5
Charge: 0
Relative energy (zero: lowest compared OMol25 entry of this formula, charge and spin), eV: 0.000

Positions of all 42 atoms, in Å:
1 K 1.802 1.046 0.268
2 C 1.930 -0.643 -4.562
3 C 0.859 -0.435 -3.494
4 C 0.178 -1.744 -3.138
5 O -0.131 0.470 -3.990
6 C 1.504 0.220 -2.263
7 O 2.216 -0.500 -1.545
8 O 1.259 1.445 -2.117
9 H 1.502 -1.137 -5.433
10 H 2.745 -1.256 -4.182
11 H 2.332 0.317 -4.876
12 H -0.294 -2.161 -4.024
13 H -0.584 -1.595 -2.377
14 H 0.890 -2.467 -2.749
15 H 0.147 1.310 -3.571
16 N -2.590 0.745 -2.215
17 N -2.077 2.032 -1.964
18 C -1.579 2.447 -0.800
19 N -1.247 3.751 -0.703
20 S -1.407 1.430 0.530
21 H -2.720 0.317 -1.293
22 H -1.843 0.224 -2.701
23 H -2.270 2.703 -2.695
24 H -1.233 4.356 -1.506
25 H -0.828 4.063 0.153
26 C 1.598 0.699 5.216
27 S 0.839 1.111 3.641
28 O 1.980 1.172 2.672
29 C 0.016 -0.436 3.314
30 C -1.232 -0.652 3.873
31 C -1.883 -1.849 3.628
32 C -1.291 -2.804 2.818
33 C -0.053 -2.565 2.249
34 C 0.610 -1.371 2.489
35 H 2.215 -0.187 5.110
36 H 0.822 0.538 5.958
37 H 2.208 1.549 5.501
38 H -1.698 0.115 4.475
39 H -2.858 -2.026 4.054
40 H -1.804 -3.731 2.619
41 H 0.398 -3.299 1.599
42 H 1.572 -1.200 2.030

---

Summary of total energy in eV
-10002.43893, -131318.03073, -67066.33015, -9357.16512, -63425.76044
(order as listed above)